1.
Molecular formula: C2H3O2
Method: DFT, wB97M-V/def2-TZVPD

Values from the calculation:
energy above the lowest of the compared OMol25 structures with the same formula, charge and spin: 0.849 eV
E_HOMO: -19.646 eV
Kohn-Sham gap: 13.74 eV
lowest unoccupied orbital energy: -5.91 eV
charge: +1

Structure (XYZ):
```
7
Properties=species:S:1:pos:R:3:forces:R:3:lowdin_charge:R:1
C -0.9567 -0.4089 0.0032 -1.032 2.587 -0.672 -0.06
C 0.8171 0.3211 -0.0584 -2.692 -0.318 4.647 0.15
O 0.1824 -0.9633 -0.0978 -0.604 -2.078 0.305 0.17
O -0.6862 0.8590 -0.1010 2.401 -1.048 0.647 0.18
H -2.0320 -0.6615 0.1267 1.004 -0.980 -0.091 0.22
H 1.2889 0.3729 0.9979 -0.843 0.728 -1.922 0.21
H 1.3867 0.4807 -0.8706 1.766 1.109 -2.913 0.12
```
Positions in Å, forces in eV/Å.

***

2.
Molecular formula: C36H36ClCuN6O4PS
Method: DFT, wB97M-V/def2-TZVPD

Values from the calculation:
energy above the lowest of the compared OMol25 structures with the same formula, charge and spin: 0.654 eV
E_HOMO: -10.849 eV
Kohn-Sham gap: 8.12 eV
lowest unoccupied orbital energy: -2.73 eV
charge: +1

Structure (XYZ):
```
86
Properties=species:S:1:pos:R:3:forces:R:3:lowdin_charge:R:1
Cu -0.7326 -1.1808 1.1747 0.037 0.522 0.045 0.08
Cl -0.1675 -1.5501 4.1937 -0.002 -0.386 0.322 0.73
C 0.2745 0.0382 4.7118 0.047 0.409 -0.096 -0.64
C 0.6903 0.2383 6.0197 -0.006 -0.060 0.076 -0.09
C 1.0464 1.5083 6.4361 -0.040 -0.087 -0.083 -0.06
C 0.9899 2.5743 5.5506 0.012 0.135 -0.064 -0.06
C 0.5696 2.3708 4.2514 -0.017 -0.179 0.048 -0.08
C 0.2053 1.0975 3.8120 -0.074 -0.292 -0.084 -0.38
P -0.3784 0.8836 2.0870 0.037 0.159 0.076 1.06
C 1.0559 1.5022 1.1621 -0.021 -0.144 -0.059 -0.36
C 0.8755 1.9113 -0.1576 0.031 -0.053 0.064 -0.12
C 1.9599 2.3227 -0.9090 0.099 0.034 -0.116 -0.08
C 3.2386 2.2740 -0.3703 0.059 -0.049 -0.011 -0.07
C 3.4263 1.8214 0.9268 0.070 0.016 -0.140 -0.06
C 2.3397 1.4427 1.6941 -0.146 0.030 -0.059 -0.09
C -1.5551 2.2871 2.0738 -0.091 -0.222 -0.172 -0.35
C -2.7523 2.0624 2.7518 0.118 -0.052 -0.145 -0.10
C -3.6800 3.0764 2.8935 -0.082 -0.042 0.087 -0.07
C -3.4242 4.3261 2.3523 0.004 0.020 -0.020 -0.07
C -2.2410 4.5529 1.6698 -0.087 0.120 0.027 -0.07
C -1.3038 3.5426 1.5318 0.036 -0.135 -0.002 -0.09
H 0.7265 -0.5938 6.7047 0.001 -0.107 0.038 0.11
H 1.3646 1.6665 7.4545 0.034 -0.004 0.102 0.11
H 1.2666 3.5649 5.8747 0.035 0.103 0.048 0.11
H 0.5175 3.1956 3.5538 0.006 0.093 0.046 0.11
H -0.1195 1.9077 -0.5832 -0.086 0.087 -0.070 0.11
H 1.8128 2.6933 -1.9155 0.008 0.012 -0.047 0.10
H 4.0891 2.5750 -0.9642 0.046 0.077 -0.027 0.11
H 4.4168 1.7690 1.3490 0.160 0.019 0.020 0.11
H 2.4837 1.0977 2.7077 0.074 0.038 0.090 0.11
H -2.9351 1.0854 3.1824 -0.096 -0.040 0.074 0.09
H -4.5990 2.8959 3.4313 -0.069 -0.015 0.031 0.11
H -4.1456 5.1208 2.4665 -0.055 0.064 -0.012 0.11
H -2.0434 5.5279 1.2508 0.038 0.083 -0.049 0.11
H -0.3808 3.7458 1.0082 0.047 0.007 0.002 0.10
N -0.7959 -4.4283 0.7086 -0.087 -0.355 -0.351 0.14
C 0.4757 -3.9083 0.7249 0.689 0.165 0.044 -0.27
C 1.5284 -4.7128 0.2562 0.025 0.044 0.069 0.00
C 2.8189 -4.2386 0.3253 -0.231 0.164 0.040 -0.04
C 3.0444 -2.9798 0.8780 0.003 0.067 0.021 -0.05
C 1.9532 -2.2439 1.2871 0.698 -0.227 0.035 -0.15
N 0.7001 -2.6818 1.1915 -0.283 -0.150 -0.048 0.05
C -1.9899 -3.9332 1.1914 -0.585 0.026 0.184 -0.27
C -3.0803 -4.8148 1.2662 -0.012 0.087 0.098 0.01
C -4.2884 -4.3493 1.7368 0.244 0.117 -0.083 -0.04
C -4.3918 -3.0167 2.1229 0.035 0.069 0.061 -0.04
C -3.2688 -2.2250 2.0270 -0.673 -0.175 0.230 -0.13
N -2.0995 -2.6609 1.5642 0.210 -0.192 -0.194 0.05
H -0.8497 -5.3787 0.3669 0.000 0.211 0.096 0.15
H 1.3294 -5.6996 -0.1307 -0.079 -0.121 -0.071 0.12
H 3.6436 -4.8326 -0.0424 -0.002 -0.075 0.040 0.12
H 4.0426 -2.5908 0.9858 0.104 0.104 -0.003 0.11
H 2.0722 -1.2551 1.7136 0.048 -0.015 -0.024 0.10
H -2.9675 -5.8497 0.9790 0.058 -0.071 -0.050 0.12
H -5.1382 -5.0103 1.8145 -0.037 -0.069 -0.029 0.12
H -5.3157 -2.6135 2.5014 -0.088 0.067 0.043 0.11
H -3.2810 -1.1916 2.3409 -0.087 0.092 0.013 0.10
C 3.9394 1.1594 -6.2102 0.013 0.044 -0.184 -0.12
C 2.9061 1.0197 -5.1118 -0.756 0.247 -0.354 -0.29
S 1.2930 1.5370 -5.8097 -0.215 -0.125 1.126 0.65
O 0.9434 0.6329 -6.8630 -0.047 -0.464 -0.235 -0.29
O 1.3411 2.9433 -6.0663 0.145 0.363 0.109 -0.30
C 0.0695 1.2781 -4.4445 0.790 0.003 -0.743 -0.17
C -0.3372 -0.1868 -4.3701 0.222 0.048 -0.658 -0.15
N -0.9313 -0.4997 -3.0853 -0.348 -0.019 0.177 0.06
C -0.2504 -0.8448 -1.9725 -0.008 0.064 -0.088 -0.31
N -1.0623 -0.9946 -0.9370 0.328 -0.025 0.252 0.08
C -2.3104 -0.7441 -1.3755 -0.374 0.262 -0.953 -0.01
C -2.2573 -0.4264 -2.7151 0.326 -0.354 1.220 -0.12
N -3.3451 -0.0889 -3.5566 -0.208 -0.012 0.079 -0.34
O -3.1014 0.2894 -4.6831 0.001 0.207 -0.438 0.10
O -4.4473 -0.2011 -3.0695 -0.246 0.009 0.039 0.11
C 1.2121 -1.0551 -1.9482 0.074 -0.134 -0.107 0.03
H 4.9194 0.8418 -5.8603 -0.003 -0.020 0.044 0.08
H 4.0023 2.1955 -6.5328 0.063 0.057 -0.043 0.08
H 3.6550 0.5503 -7.0648 0.074 -0.044 -0.071 0.08
H 3.1135 1.6803 -4.2746 -0.061 0.024 0.173 0.09
H 2.8040 -0.0126 -4.7870 -0.063 -0.097 0.121 0.09
H -0.7729 1.9249 -4.6839 0.011 0.043 -0.055 0.11
H 0.5425 1.6264 -3.5303 0.059 0.060 0.136 0.08
H 0.5277 -0.8373 -4.5204 -0.141 -0.009 0.097 0.12
H -1.0604 -0.3878 -5.1610 0.257 -0.132 0.198 0.13
H -3.1729 -0.7879 -0.7415 -0.195 -0.006 0.065 0.12
H 1.7382 -0.2501 -2.4563 0.094 0.042 -0.004 0.07
H 1.4603 -2.0007 -2.4362 0.092 0.002 -0.009 0.11
H 1.5484 -1.0993 -0.9187 0.038 0.045 0.045 0.06
```
Positions in Å, forces in eV/Å.